Entry 1:
The following is a quantum chemistry calculation of 2 unconnected molecules or ions with the total composition C5H13NO2 in a non-equilibrium geometry, from OMol25.

```
21
C5H13NO2 | OMol25 | ωB97M-V/def2-TZVPD
C 1.8706 0.0556 1.4753
C 1.1747 -0.5091 0.2518
C 0.1868 0.5072 -0.2794
C 0.0025 0.5059 -1.7176
O 0.9347 0.4324 -2.5082
N -1.1772 0.3432 0.4105
C -2.2037 1.3573 0.1011
H 1.7596 -0.6795 2.3272
H 1.3930 0.9876 1.9362
H 2.9236 0.3711 1.3719
H 0.7327 -1.4714 0.3345
H 2.0529 -0.7849 -0.5020
H 0.6114 1.5332 0.0501
H -1.0754 0.1936 -2.1820
H -0.9379 0.1866 1.3550
H -3.0721 1.2176 0.6657
H -2.1803 1.5153 -0.9089
H -1.8188 2.3517 0.5780
O -0.5473 -3.0373 -1.1080
H 0.3586 -2.9070 -0.8080
H -0.9884 -2.1692 -0.8432
```

For the highest occupied orbital energy, the calculation gives -9.34 eV. For the gap between HOMO and LUMO, the calculation gives 0.3669 hartree. As for the spin multiplicity: 1. As for the total energy: -403.4563 a.u.



Entry 2:
The following is a quantum chemistry calculation of 2 unconnected molecules or ions with the total composition C5H13NO2 in a non-equilibrium geometry, from OMol25.

```
21
C5H13NO2 | OMol25 | ωB97M-V/def2-TZVPD
C 2.6232 -0.9249 1.7510
C 1.3569 -1.7161 1.5925
N 0.6525 -1.4767 0.3232
C -0.1312 -0.4555 -0.0562
O -0.5466 0.4553 0.7230
C -0.7121 -0.4609 -1.4867
C -2.0380 0.2346 -1.5787
H 2.3828 0.1244 1.9910
H 3.1850 -0.9490 0.8021
H 3.2657 -1.3304 2.5507
H 1.5781 -2.8004 1.5651
H 0.6363 -1.5402 2.4142
H 0.8344 -2.1303 -0.4425
H -0.0313 0.0243 -2.2122
H -0.9242 -1.4829 -1.8555
H -2.5433 -0.0749 -2.5090
H -1.9659 1.3351 -1.5668
H -2.6524 -0.0870 -0.7209
O -1.7910 4.3818 -0.0518
H -1.3269 3.7042 -0.5937
H -1.8520 5.1694 -0.6386
```

For the highest occupied orbital energy, the calculation gives -9.52 eV. For the gap between HOMO and LUMO, the calculation gives 0.3786 hartree. As for the spin multiplicity: 1. As for the total energy: -403.5473 a.u.



Entry 3:
The following is a quantum chemistry calculation of 2 unconnected molecules or ions with the total composition C5H13NO2 in a non-equilibrium geometry, from OMol25.

```
21
C5H13NO2 | OMol25 | ωB97M-V/def2-TZVPD
C 2.0361 -1.4933 0.2765
C 1.4935 -0.5595 1.4258
C -0.0047 -0.3427 1.5549
C -0.6397 0.2165 0.3206
N -0.1071 1.5642 -0.0061
C -2.2181 0.3380 0.3544
O -2.9208 -0.4576 -0.1107
H 3.1216 -1.0927 0.1594
H 2.1496 -2.4494 0.7447
H 1.4581 -1.3122 -0.6276
H 1.9475 0.4705 1.3778
H 1.8742 -1.1542 2.2733
H -0.2854 -1.4208 1.8012
H -0.2125 0.0427 2.6357
H -0.3916 -0.3902 -0.7902
H -0.2917 2.1558 0.7399
H 0.8543 1.7418 -0.3503
H -2.4266 1.3701 0.7832
O 1.2740 0.6384 -3.1906
H 1.5011 -0.2738 -3.1630
H 0.6226 0.9628 -2.7246
```

For the highest occupied orbital energy, the calculation gives -9.48 eV. For the gap between HOMO and LUMO, the calculation gives 0.3792 hartree. As for the spin multiplicity: 1. As for the total energy: -403.4386 a.u.



Entry 4:
The following is a quantum chemistry calculation of a molecular structure, C5H13NO2 in a non-equilibrium geometry, from OMol25.

```
21
C5H13NO2 | OMol25 | ωB97M-V/def2-TZVPD
C -2.2663 0.6570 0.4507
C 0.1838 -0.5980 1.8304
O -0.9326 1.0794 0.3416
H -2.9329 1.2797 -0.1584
H -2.6030 0.6863 1.4954
H -2.3266 -0.3875 0.1074
H 1.0327 -1.1009 2.2969
H -0.5700 -1.3442 1.6051
H -0.1624 0.2210 2.4490
C 1.4926 -1.7580 -0.2258
C 0.4690 1.7071 -1.6282
N 1.0038 -0.4589 0.2169
C -0.0661 0.4451 -0.9791
O -0.6293 -0.3969 -1.6551
H 1.7603 0.1992 0.3742
H 2.1934 -2.1903 0.4950
H 0.6321 -2.4111 -0.3653
H 1.9673 -1.6645 -1.2051
H -0.3089 2.1361 -2.2573
H 1.2945 1.4478 -2.2937
H 0.7687 2.4516 -0.8945
```

For the highest occupied orbital energy, the calculation gives -8.70 eV. For the gap between HOMO and LUMO, the calculation gives 0.3469 hartree. As for the spin multiplicity: 1. As for the total energy: -403.4205 a.u.



Entry 5:
The following is a quantum chemistry calculation of 3 unconnected molecules or ions with the total composition C5H13NO2 in a non-equilibrium geometry, from OMol25.

```
21
C5H13NO2 | OMol25 | ωB97M-V/def2-TZVPD
C 2.4087 0.7460 -0.7847
C 1.1412 0.3207 -0.8316
C -0.0345 1.1611 -0.8586
C 0.0648 2.4944 -0.9798
N -1.1912 0.4137 -0.5281
C -2.3587 0.9186 0.1829
H 2.8421 1.7228 -0.7655
H 3.1601 -0.0123 -1.0057
H 0.9958 -0.7510 -0.9720
H -0.7429 3.2161 -0.9352
H 0.9579 3.0669 -1.2185
H -0.9431 -0.5130 -0.2026
H -3.0252 1.2370 -0.6275
H -2.8763 0.0858 0.6821
H -2.1155 1.8527 0.7174
O 0.3498 -2.6332 2.4463
H -0.3653 -2.3610 3.0314
H 1.2158 -2.3306 2.7211
O 0.1746 -2.5606 -0.0822
H -0.0331 -2.9101 0.8096
H 0.3751 -3.1640 -0.7988
```

For the highest occupied orbital energy, the calculation gives -7.57 eV. For the gap between HOMO and LUMO, the calculation gives 0.2925 hartree. As for the spin multiplicity: 1. As for the total energy: -403.4675 a.u.



Entry 6:
The following is a quantum chemistry calculation of 2 unconnected molecules or ions with the total composition C5H13NO2 in a non-equilibrium geometry, from OMol25.

```
21
C5H13NO2 | OMol25 | ωB97M-V/def2-TZVPD
C -2.1742 1.9157 -2.0663
C -1.0371 1.8931 -1.0782
O -0.7093 2.8909 -0.4669
N -0.4945 0.6748 -0.8937
C 0.4606 0.4055 0.1910
C 1.8070 1.0388 -0.1709
C 0.5711 -1.0758 0.5130
H -2.9836 2.4965 -1.6176
H -1.9797 2.5190 -2.9172
H -2.5185 0.9635 -2.4450
H -0.5615 -0.0124 -1.6247
H 0.0853 0.9824 1.0145
H 2.5716 0.8754 0.5984
H 2.2216 0.4719 -1.0068
H 1.7656 2.0933 -0.3960
H -0.2363 -1.3882 1.1775
H 1.4922 -1.1216 1.0897
H 0.5166 -1.6937 -0.3795
O 0.6665 -4.9031 3.3223
H -0.2695 -5.0284 3.5186
H 0.8060 -3.9974 3.6378
```

For the highest occupied orbital energy, the calculation gives -9.60 eV. For the gap between HOMO and LUMO, the calculation gives 0.3766 hartree. As for the spin multiplicity: 1. As for the total energy: -403.5532 a.u.



Entry 7:
The following is a quantum chemistry calculation of 3 unconnected molecules or ions with the total composition C5H13NO2 in a non-equilibrium geometry, from OMol25.

```
21
C5H13NO2 | OMol25 | ωB97M-V/def2-TZVPD
N -0.2921 -2.1764 -0.6159
C -0.8720 -0.9602 -1.1757
C -1.2079 2.4280 0.8589
C -0.9048 2.4920 -0.4723
C -0.2604 1.5576 -1.3061
C 0.1087 0.1881 -0.8623
H 1.5680 -1.1554 1.6451
H -0.7764 -3.0555 -0.4424
H -1.8430 -0.6415 -0.7434
H -1.0981 -1.1144 -2.2574
H -1.5882 3.3887 1.2580
H 0.3317 0.2002 0.2779
H -1.3931 3.2829 -1.0112
H -0.2239 1.7321 -2.3685
H 1.1665 -0.0422 -1.2924
H 1.4967 -0.6526 3.1416
H -0.8102 1.6309 1.5459
O 0.9688 -0.7537 2.3623
H 0.6364 -2.1851 -0.1026
H 2.8590 -2.3322 0.9959
O 2.1341 -1.8312 0.5646
```

For the highest occupied orbital energy, the calculation gives -7.21 eV. For the gap between HOMO and LUMO, the calculation gives 0.1267 hartree. As for the spin multiplicity: 1. As for the total energy: -403.3233 a.u.



Entry 8:
The following is a quantum chemistry calculation of 2 unconnected molecules or ions with the total composition C5H13NO2, from OMol25.

```
21
C5H13NO2 | OMol25 | ωB97M-V/def2-TZVPD
C 0.1782 -1.3608 2.6582
C -0.9942 -0.3836 2.6990
O -1.8754 -0.5035 3.5074
O -0.9663 0.6030 1.8201
H 1.0603 -0.8819 3.0828
H -0.0864 -2.2265 3.2605
H 0.3835 -1.6960 1.6471
H -0.2146 0.5773 1.1070
C -1.2015 0.7842 -1.5138
C 0.1202 0.0745 -1.2806
C 1.0317 0.1351 -2.4972
N 0.7835 0.6358 -0.0721
H -1.8395 0.7255 -0.6397
H -1.0272 1.8346 -1.7527
H -1.7325 0.3566 -2.3566
H -0.0447 -0.9733 -1.0402
H 1.3205 1.1687 -2.7131
H 0.5112 -0.2471 -3.3724
H 1.9435 -0.4542 -2.3623
H 1.6914 0.2029 0.0332
H 0.9582 1.6286 -0.2147
```

For the highest occupied orbital energy, the calculation gives -9.48 eV. For the gap between HOMO and LUMO, the calculation gives 0.3710 hartree. As for the spin multiplicity: 1. As for the total energy: -403.5678 a.u.



Entry 9:
The following is a quantum chemistry calculation of 2 unconnected molecules or ions with the total composition C5H13NO2 in a non-equilibrium geometry, from OMol25.

```
21
C5H13NO2 | OMol25 | ωB97M-V/def2-TZVPD
O 0.3319 3.0565 1.4569
C 0.6421 2.0802 2.0562
N 1.3118 1.1098 1.4141
C 1.2777 0.8565 -0.0486
C 0.5483 -0.3731 -0.3966
C 0.0208 -0.4352 -1.8841
C -0.6067 -1.7989 -1.9867
H 0.4431 1.9470 3.0665
H 1.6255 0.1953 1.9742
H 2.3285 1.0533 -0.4613
H 0.5878 1.5608 -0.6371
H -0.3461 -0.6135 0.3295
H 1.1760 -1.2368 -0.3243
H -0.7228 0.3365 -2.0649
H 0.9028 -0.2658 -2.5085
H 0.2067 -2.5687 -2.3440
H -1.0671 -1.9073 -1.0357
H -1.3669 -1.9193 -2.6710
H -3.1130 -0.0319 2.2761
H -2.0154 -0.8900 1.6729
O -2.1649 -0.1552 2.1165
```

For the highest occupied orbital energy (spin up / spin down), the calculation gives -15.34 / -15.33 eV. For the gap between HOMO and LUMO (spin up / spin down), the calculation gives 0.4341 / 0.2299 hartree. As for the spin multiplicity: 2. As for the total charge: +1. As for the total energy: -403.1423 a.u. The expectation value of S² is 0.77.



Entry 10:
The following is a quantum chemistry calculation of 3 unconnected molecules or ions with the total composition C5H13NO2 in a non-equilibrium geometry, from OMol25.

```
21
C5H13NO2 | OMol25 | ωB97M-V/def2-TZVPD
C -2.7984 0.5641 0.4331
N -1.9264 -0.1486 -0.4371
C 1.7700 0.2956 -1.5898
C 0.4735 -0.1209 -0.9333
C -0.8190 0.4988 -0.8226
C 0.1922 0.8433 0.3702
O 0.5901 0.2852 1.4904
H -2.5363 0.3039 1.4545
H -2.6691 1.6426 0.3110
H -3.8042 0.2069 0.2040
H -1.3737 -3.6339 0.9331
H 2.5918 -0.0428 -0.9736
H 1.8212 -0.1371 -2.5912
H 1.9061 1.3635 -1.6667
H -1.6314 -2.9406 0.9799
H 0.3843 -1.1941 -0.8088
H -1.0499 1.3654 -1.4890
H 0.4400 1.9166 0.3354
H 1.5067 -0.0726 1.4766
H 3.7120 -0.8394 1.9122
O 3.2204 -0.1559 1.4117
```

For the highest occupied orbital energy (spin up / spin down), the calculation gives -14.36 / -14.21 eV. For the gap between HOMO and LUMO (spin up / spin down), the calculation gives 0.2723 / 0.2684 hartree. As for the spin multiplicity: 2. As for the total charge: +1. As for the total energy: -402.9744 a.u. The expectation value of S² is 1.36.



Entry 11:
The following is a quantum chemistry calculation of 2 unconnected molecules or ions with the total composition C5H13NO2S in a non-equilibrium geometry, from OMol25.

```
22
C5H13NO2S | OMol25 | ωB97M-V/def2-TZVPD
C -0.6554 1.7554 0.4424
N -0.1393 0.6950 -0.4446
C -0.6243 -0.6572 -0.2077
C -0.9554 -1.3471 -1.5429
S -2.4062 -0.5142 -2.3081
C 0.5454 -1.4857 0.5907
O 0.1510 -2.3059 1.5193
C 0.1217 1.5586 1.8006
H -1.7935 1.5776 0.4183
H -0.4385 2.7652 0.0274
H -0.4365 1.0699 -1.3046
H -1.5702 -0.6775 0.4621
H -0.2816 -1.3498 -2.3856
H -0.9821 -2.4455 -1.2926
H 1.1223 -0.7758 1.0598
H 1.1306 -1.9816 -0.1338
H -0.1688 2.3080 2.5653
H -0.1537 0.6916 2.3239
H 1.2558 1.5543 1.6112
H 1.7109 0.5380 -0.7977
H 2.1093 -0.9940 -1.2620
O 2.4586 0.0208 -1.1414
```

For the highest occupied orbital energy, the calculation gives 0.86 eV. For the gap between HOMO and LUMO, the calculation gives 0.1907 hartree. As for the spin multiplicity: 1. As for the total charge: -2. As for the total energy: -801.5939 a.u.



Entry 12:
The following is a quantum chemistry calculation of 2 unconnected molecules or ions with the total composition C5H13NO2S in a non-equilibrium geometry, from OMol25.

```
22
C5H13NO2S | OMol25 | ωB97M-V/def2-TZVPD
C 0.7192 1.1190 1.0525
C 1.4029 -1.0819 0.5228
C 1.8990 0.6733 -1.2305
C -1.6252 -1.1211 0.3647
C 0.8852 0.1276 -0.1394
N -0.2864 -0.0529 -0.8992
O -3.4110 -0.0286 -1.2822
O -2.6825 1.0455 1.0040
S -3.1730 -0.1567 0.3798
H 1.6780 1.4873 1.2333
H 0.0417 1.9280 0.8951
H 0.2859 0.6840 1.9386
H 0.7180 -1.3172 1.3130
H 2.4544 -1.1057 0.7618
H 1.2145 -2.0036 -0.0713
H 2.8372 0.6588 -0.8014
H 1.9673 0.0603 -2.1800
H 1.6895 1.6849 -1.3920
H -1.7678 -2.0509 -0.0857
H -1.2591 -0.9923 1.3793
H -0.8097 0.8854 -0.9341
H -2.7780 -0.4432 -1.8290
```

For the highest occupied orbital energy (spin up / spin down), the calculation gives -9.18 / -9.18 eV. For the gap between HOMO and LUMO (spin up / spin down), the calculation gives 0.3328 / 0.3328 hartree. As for the spin multiplicity: 1. As for the total energy: -801.5750 a.u.